Formula: C4H14O3
Source: the OMol25 dataset
Level of theory: the ωB97M-V functional and the def2-TZVPD basis

Properties
* SMILES: CC[C@H](C)O.O.O
* energy: -386.45797 Eh
* HOMO energy: -10.6840 eV

Element x y z (Å)
C -0.015159 0.231472 -2.478097
C 0.684803 -0.550569 -1.354436
C 0.710773 0.272998 0.015929
C 1.689058 -0.306304 1.000095
O -0.594251 0.076666 0.426219
H -1.093447 0.343229 -2.325038
H 0.204137 -0.240591 -3.382486
H 0.265426 1.325531 -2.387046
H 0.299416 -1.536835 -1.223553
H 1.714298 -0.805475 -1.586816
H 0.674616 1.352734 -0.383607
H 1.940147 0.206675 1.989900
H 1.587479 -1.436576 1.137414
H 2.632667 -0.217046 0.537725
H -0.796186 0.719224 1.220391
O -3.443486 1.600524 0.449527
H -3.114559 2.206321 -0.170698
H -3.087542 0.665438 0.257303
O 0.043828 -1.242801 3.121656
H -0.488104 -0.666892 2.576664
H 0.186087 -1.997724 2.558955

Atoms 1-6, force components in eV/Å:
-0.17 1.67 2.55
1.09 1.36 0.84
-0.88 -0.37 -2.89
1.43 -0.13 1.06
-3.11 1.69 3.80
-0.01 -0.74 -0.02



Formula: C4H14O4
Source: the OMol25 dataset
Level of theory: the ωB97M-V functional and the def2-TZVPD basis

Properties
* spin multiplicity: 2
* total charge: +1
* energy: -461.33006 Eh
* ⟨S²⟩: 0.76
* HOMO energy (spin up / spin down): -15.0730 / -14.1775 eV

Element x y z (Å)
C 1.431421 -0.037607 -1.113771
C 0.734342 1.325206 -0.868688
C -0.767763 1.422350 -1.352257
O -1.760682 1.139704 -0.393881
C 1.034257 -1.328109 -0.464884
O -0.379996 -1.420111 -0.636781
H 2.512476 0.131352 -0.972805
H 1.388571 -0.119943 -2.331570
H 1.344820 1.992428 -1.586480
H 0.814158 1.646978 0.178779
H -1.076342 0.928976 -2.261479
H -0.884266 2.479066 -1.606169
H -1.745410 0.238709 -0.001642
H 1.087437 -1.058407 0.650983
H 1.550339 -2.216791 -0.889718
H -0.701679 -1.388355 -1.539581
H -0.663212 -1.504454 1.378098
H -1.169013 -2.148645 2.661404
O -0.497058 -1.616659 2.272274
H -1.510970 0.799984 3.050745
H -0.226818 -0.073766 2.777856
O -0.514602 0.808088 3.049576

Atoms 1-6, force components in eV/Å:
1.19 0.92 -4.15
1.33 -1.58 -0.79
-0.21 2.13 1.14
0.58 0.61 -0.01
-0.87 1.77 1.09
-1.37 -0.31 0.80



Formula: C4H14O8
Source: the OMol25 dataset
Level of theory: the ωB97M-V functional and the def2-TZVPD basis

Properties
* SMILES: O=C(O)CCC(=O)O.O.O.O.O
* energy: -762.78018 Eh
* HOMO energy: -10.6829 eV

Element x y z (Å)
O 2.469025 0.923814 -1.690433
C 1.316100 0.704867 -1.470574
O 0.855446 -0.288061 -0.685564
C 0.102250 1.490729 -1.931301
C -0.464137 2.309444 -0.754615
C -1.934359 2.093377 -0.616621
O -2.811386 2.612078 -1.247508
O -2.212247 1.095788 0.276521
H 1.537540 -0.737945 -0.156100
H -0.611042 0.695379 -2.181560
H 0.210342 2.019943 -2.878076
H -0.204589 3.363921 -0.768316
H 0.038725 1.995994 0.161634
H -3.161702 1.019821 0.441513
O 1.573387 -2.657257 1.282584
H 0.751772 -2.380209 1.723906
H 2.331946 -2.467733 1.843403
O -0.733809 -1.170496 1.431246
H -1.176208 -0.322742 1.261498
H -0.643472 -1.534581 0.521175
O -0.610423 -2.862818 -0.667549
H -0.082714 -2.537020 -1.406746
H -0.010033 -3.494446 -0.246433
O 1.555805 0.127946 2.518665
H 1.029976 0.259527 3.316327
H 0.883799 -0.259323 1.922925

Atoms 1-6, force components in eV/Å:
0.16 -0.02 -0.08
-0.10 0.53 -0.03
0.01 -0.32 0.20
-0.51 -0.79 -0.50
0.84 0.10 0.62
-0.86 -0.37 -0.10